Here is an isolated molecule of C5H9N3 at a distorted geometry from the OMol25 dataset. Energies are from ωB97M-V/def2-TZVPD.

```
! wB97M-V def2-TZVPD RIJCOSX def2/J DEFGRID3
* xyz 0 1
C -1.2613 -0.1829 -1.1810
C 0.2955 -1.1201 1.3946
C 1.3199 -0.2891 0.7717
C 0.9723 1.4944 -0.9004
C -0.2929 0.7328 -0.4423
H -0.9114 -0.4688 -2.2612
H -2.3080 0.3715 -1.3460
H -2.6492 -1.6493 0.0588
H 0.6559 -1.3688 2.5209
H 1.3774 0.6050 1.4722
H 2.2075 -0.8775 0.8613
H 1.2836 1.8441 -1.9340
H 1.3128 2.2804 -0.1010
H -0.4496 1.1615 0.5628
N -1.6065 -1.1618 -0.0997
N -0.9139 -1.4312 1.1259
N 0.9680 0.0599 -0.5026
*
```

Properties
Energy above the lowest of the compared OMol25 structures with the same formula, charge and spin in kcal per mole: 126.7
Molar mass in Da: 111.15
Structure (SMILES): C1=NNC[C@@H]2CN2C1
HOMO-LUMO gap in eV: 9.271
Lowest unoccupied orbital energy in Eh: 0.0409


Here is a 2-piece molecular cluster, C2H10NS2 overall at a distorted geometry from the OMol25 dataset. Energies are from ωB97M-V/def2-TZVPD.

```
! wB97M-V def2-TZVPD RIJCOSX def2/J DEFGRID3
* xyz 1 1
C 2.4119 -1.9185 -1.4087
N 1.6797 -1.5822 -0.1980
H 3.2800 -1.2428 -1.3727
H 1.7797 -1.5653 -2.2390
H 2.7241 -2.9579 -1.4084
H 1.7078 -2.3253 0.5427
H 2.2731 -0.9945 0.4154
H 0.7640 -1.0587 -0.2215
C -2.0034 1.7141 -0.5875
S -0.7800 0.4240 -0.4751
S -0.3768 0.5094 1.5920
H -1.8897 2.0697 -1.6489
H -3.1144 1.3878 -0.5561
H -1.9776 2.5615 0.1794
H -1.2462 1.4923 1.8038
*
```

Properties
Energy above the lowest of the compared OMol25 structures with the same formula, charge and spin in kcal per mole: 39.2
Molar mass in Da: 112.24
HOMO-LUMO gap in eV: 8.395
Lowest unoccupied orbital energy in Eh: -0.1352


Here is an isolated molecule of C5H9N at a distorted geometry from the OMol25 dataset. Energies are from ωB97M-V/def2-TZVPD.

```
! wB97M-V def2-TZVPD RIJCOSX def2/J DEFGRID3
* xyz 0 1
C 0.0944 -1.5776 0.7684
N -2.1646 0.8877 -0.0780
C -0.7533 0.8870 0.1951
C 0.1625 -0.2589 0.0502
C 1.5894 0.4150 0.2798
C 1.2683 -0.1501 -1.0353
H 1.1053 -1.6291 1.1408
H -0.7269 -1.7034 1.4807
H 0.0580 -2.4820 0.1037
H -0.5719 1.3845 1.1404
H -2.4543 0.1524 -0.7717
H -0.9309 1.5272 -0.6539
H 1.8583 1.4137 -0.0175
H 0.8919 0.2626 -2.0554
H 1.7543 -1.0321 -1.3708
*
```

Properties
Energy above the lowest of the compared OMol25 structures with the same formula, charge and spin in kcal per mole: 225.8
Molar mass in Da: 83.13
HOMO-LUMO gap in eV: 4.392
Lowest unoccupied orbital energy in Eh: -0.0890


The highest energy above the lowest of the compared OMol25 structures with the same formula, charge and spin belongs to which entry? C5H9N


What did the first record say?
Here is an isolated molecule of C5H9N3 at a distorted geometry from the OMol25 dataset. Energies are from ωB97M-V/def2-TZVPD.

```
! wB97M-V def2-TZVPD RIJCOSX def2/J DEFGRID3
* xyz 0 1
C -1.2613 -0.1829 -1.1810
C 0.2955 -1.1201 1.3946
C 1.3199 -0.2891 0.7717
C 0.9723 1.4944 -0.9004
C -0.2929 0.7328 -0.4423
H -0.9114 -0.4688 -2.2612
H -2.3080 0.3715 -1.3460
H -2.6492 -1.6493 0.0588
H 0.6559 -1.3688 2.5209
H 1.3774 0.6050 1.4722
H 2.2075 -0.8775 0.8613
H 1.2836 1.8441 -1.9340
H 1.3128 2.2804 -0.1010
H -0.4496 1.1615 0.5628
N -1.6065 -1.1618 -0.0997
N -0.9139 -1.4312 1.1259
N 0.9680 0.0599 -0.5026
*
```

Properties
Energy above the lowest of the compared OMol25 structures with the same formula, charge and spin in kcal per mole: 126.7
Molar mass in Da: 111.15
Structure (SMILES): C1=NNC[C@@H]2CN2C1
HOMO-LUMO gap in eV: 9.271
Lowest unoccupied orbital energy in Eh: 0.0409


The lowest lowest unoccupied orbital energy belongs to which entry? C2H10NS2


Which value of energy above the lowest of the compared OMol25 structures with the same formula, charge and spin does entry 3 give? 225.8 kcal per mole